1.
Computed, not measured: a molecular structure, C18H39O7V at a distorted geometry, with ωB97M-V/def2-TZVPD.

Geometry as XYZ:
```
65
Properties=species:S:1:pos:R:3
H 0.183 5.276 1.229
H -1.279 -3.456 0.194
C 0.212 -2.540 -2.093
H 2.652 -1.262 2.717
C -3.866 -1.408 1.335
C -2.223 1.490 -2.452
C 4.001 0.283 -1.302
O -1.576 -1.004 0.686
C 1.086 4.828 1.643
C -3.015 1.524 3.658
H -0.661 2.398 -3.519
H -0.972 2.364 4.877
H 2.536 3.333 1.158
C 1.608 3.705 0.724
H 3.488 1.553 -3.509
H 3.969 -0.702 -0.837
O -1.418 1.295 1.884
H 2.591 -3.574 2.315
H -3.047 2.047 4.613
H -2.975 0.744 -2.710
H -3.796 1.964 3.039
H -1.844 -2.270 -2.673
H -2.119 2.148 -4.475
H -2.867 -3.893 0.508
C -0.915 -2.688 -3.060
O 1.599 0.506 -1.375
H 2.154 -3.195 -1.484
H 1.610 -3.757 -3.112
H -1.053 0.744 -4.048
H 0.870 -4.353 -1.471
C -0.494 1.957 3.986
H 0.072 1.053 4.209
C -1.639 1.592 3.083
C 2.661 0.511 -1.989
C -1.471 1.697 -3.723
H 0.898 4.611 2.695
C 1.321 -3.568 -2.079
C 1.736 -3.030 1.916
H -3.110 0.463 3.888
H 3.040 -0.049 -4.017
H 4.885 0.350 -1.936
H 2.982 -1.389 1.097
H -4.689 -1.773 0.720
C 2.150 -1.527 1.786
H 1.835 4.199 -0.221
V -0.072 0.599 0.210
H 1.854 1.266 -3.952
H -0.698 -2.225 -4.023
H 1.446 -3.429 0.943
H -2.862 2.365 -2.341
H 0.886 -3.160 2.587
H -1.742 -3.532 1.917
O -1.486 1.116 -1.314
H 4.236 1.053 -0.567
O 1.192 -0.540 1.501
H 1.762 5.683 1.665
C 2.697 0.807 -3.436
C -2.074 -3.264 0.914
H 0.150 2.746 3.597
O 0.790 2.575 0.459
H -3.994 -1.694 2.379
O 0.172 -1.664 -1.199
H -3.975 -0.331 1.210
C -2.425 -1.833 0.920
H -0.968 -3.739 -3.342
```

**Multiplicity**: 4
**Net charge**: -1
**Lowest unoccupied orbital energy (spin up / spin down)**: 0.0976 / 0.0974 hartree
**Relative energy (zero: lowest compared OMol25 entry of this formula, charge and spin)**: 13.22 kcal per mole
**Frontier orbital gap (spin up / spin down)**: 4.208 / 5.723 eV

2.
Computed, not measured: 3 unconnected molecules or ions with the total composition C3H9N3O2 at a distorted geometry, with ωB97M-V/def2-TZVPD.

Geometry as XYZ:
```
17
Properties=species:S:1:pos:R:3
H 0.362 -0.772 -1.588
H 0.460 -0.459 1.992
H 0.333 0.985 -1.934
C 0.288 1.676 0.793
H -0.694 1.978 1.035
H -0.747 -2.597 0.725
H -1.090 0.179 -1.619
H 0.802 1.515 1.783
N 3.277 -0.357 -0.106
H 0.499 2.540 0.160
N 2.529 0.413 -0.366
C 0.015 0.129 -1.282
C 0.269 0.308 0.206
H -0.863 -2.785 -0.690
N 0.363 -0.683 1.014
O -1.289 -3.026 0.083
O 4.074 -1.182 0.011
```

**Net charge**: 0
**Lowest unoccupied orbital energy**: 0.0239 hartree
**Relative energy (zero: lowest compared OMol25 entry of this formula, charge and spin)**: 116.37 kcal per mole
**Structure (SMILES)**: N#[N+][O-].CC(C)=N.O
**Frontier orbital gap**: 10.742 eV

3.
Computed, not measured: a molecular structure, C20H43FeOP3S at a distorted geometry, with ωB97M-V/def2-TZVPD.

Geometry as XYZ:
```
69
Properties=species:S:1:pos:R:3
H -1.800 -0.216 -2.219
H -0.408 -1.341 3.347
H -2.698 1.592 3.499
C 1.608 -3.242 3.396
H 3.338 0.792 2.254
C 1.395 2.780 2.845
C 1.012 -3.730 2.133
H 0.773 -5.816 2.368
C -2.535 2.248 -1.215
C -0.474 -3.399 -2.324
H 2.643 -0.278 0.994
C 1.359 -5.115 1.750
H 2.679 -3.493 3.394
H 1.670 -3.830 -2.017
C 0.303 -0.641 -1.924
S 0.975 0.882 -2.476
H 1.182 -5.318 0.680
C -2.022 1.983 2.729
C -2.488 -0.537 1.553
H 1.088 2.308 3.783
H -0.766 -4.420 -2.601
H 2.414 -5.291 2.002
H 0.186 5.049 -1.372
H 0.112 1.909 -1.998
H -2.247 4.302 -3.726
H 2.447 3.086 2.914
C -0.806 4.669 -1.068
H -2.760 -0.389 0.500
H 3.156 2.953 0.742
H 0.148 -2.993 -4.945
P -1.096 0.567 2.020
H -2.236 1.212 -1.017
C 0.876 -3.073 -1.985
H -0.686 -1.373 -5.341
H -1.459 -0.222 4.270
H -1.815 2.613 -4.199
H 2.046 -1.643 -3.841
H -0.549 3.881 -4.138
H 0.780 3.671 2.670
C -1.453 -2.357 -2.182
C -1.478 3.515 -3.670
C -0.613 -0.285 3.572
C 2.285 2.542 0.212
H -2.846 2.716 -0.277
C 1.188 -1.207 -4.379
H 2.627 1.866 -0.581
H 1.482 -2.167 3.553
H 1.727 3.365 -0.251
H -1.578 5.409 -1.337
H 2.149 -1.510 -1.147
H 1.169 -3.792 4.243
P 1.239 1.644 1.415
H -3.370 2.242 -1.921
H -1.340 2.713 3.179
H -3.359 -0.316 2.187
Fe -0.403 -2.756 -0.274
H 2.007 -0.333 2.655
P -1.143 3.131 -1.944
H 1.361 -0.190 -4.783
C 0.129 -1.906 -4.816
H 0.265 0.173 4.042
O 0.234 -3.010 1.436
H -0.817 4.506 0.022
C -1.063 -1.005 -2.021
C 1.148 -1.743 -1.516
H -2.503 -2.587 -2.373
C 2.415 0.323 1.883
H -2.199 -1.590 1.698
H -2.603 2.471 1.938
```

**Multiplicity**: 6
**Net charge**: +3
**Lowest unoccupied orbital energy (spin up / spin down)**: -0.3389 / -0.3843 hartree
**Relative energy (zero: lowest compared OMol25 entry of this formula, charge and spin)**: 28.29 kcal per mole
**Frontier orbital gap (spin up / spin down)**: 6.411 / 5.136 eV

4.
Computed, not measured: a molecular structure, C5H9N3 at a distorted geometry, with ωB97M-V/def2-TZVPD.

Geometry as XYZ:
```
17
Properties=species:S:1:pos:R:3
H -2.223 0.846 0.072
C 0.403 0.688 -0.265
H -2.482 -0.536 -1.275
N -0.363 2.080 -0.068
H 2.657 1.063 0.903
H -1.278 0.034 1.650
N -2.314 -0.141 0.743
H 0.888 -2.459 0.394
C -0.184 -0.506 -0.489
C 1.920 -0.661 0.183
C -1.573 -0.906 -0.369
H 0.838 2.665 0.085
C 1.754 0.602 0.141
H -1.617 -1.983 -0.128
H -0.342 2.412 -1.074
N 0.797 -1.386 -0.154
H 2.804 -1.222 0.518
```

**Net charge**: 0
**Lowest unoccupied orbital energy**: 0.0210 hartree
**Relative energy (zero: lowest compared OMol25 entry of this formula, charge and spin)**: 188.72 kcal per mole
**Frontier orbital gap**: 8.903 eV

5.
Computed, not measured: 2 unconnected molecules or ions with the total composition C2H10N4O at a distorted geometry, with ωB97M-V/def2-TZVPD.

Geometry as XYZ:
```
17
Properties=species:S:1:pos:R:3
H -0.793 2.102 0.757
N -0.278 -1.701 0.733
H 0.765 2.743 0.711
H -2.106 0.210 0.244
C 0.941 -2.358 0.282
H 1.471 -1.726 -0.437
N 1.424 1.168 -1.239
N -2.016 1.086 -0.279
H -2.746 1.038 -0.994
N 0.201 1.911 0.607
H 0.695 -3.306 -0.202
C 0.320 1.298 -0.595
H -0.013 -0.820 1.180
H -0.799 -1.435 -0.102
H 1.601 -2.556 1.129
O -0.839 0.774 -1.118
H 2.173 1.573 -0.676
```

**Net charge**: 0
**Lowest unoccupied orbital energy**: 0.0273 hartree
**Relative energy (zero: lowest compared OMol25 entry of this formula, charge and spin)**: 68.76 kcal per mole
**Structure (SMILES)**: [H]/N=C(\N)ON.CN
**Frontier orbital gap**: 9.908 eV

6.
Computed, not measured: a gas-phase ion, CHN4O3S2 (charge -1) at a distorted geometry, with ωB97M-V/def2-TZVPD.

Geometry as XYZ:
```
11
Properties=species:S:1:pos:R:3
N -2.431 1.025 -0.074
N -1.128 -0.637 -0.347
S 1.260 0.657 0.050
O 1.469 0.967 1.458
S 1.186 -2.381 0.484
O 1.738 -1.198 -0.450
C -0.459 0.521 -0.239
O 1.974 1.465 -0.828
N -2.390 -0.239 -0.240
N -1.242 1.560 -0.054
H 0.024 -1.740 0.241
```

**Net charge**: -1
**Lowest unoccupied orbital energy**: 0.1167 hartree
**Relative energy (zero: lowest compared OMol25 entry of this formula, charge and spin)**: 49.46 kcal per mole
**Structure (SMILES)**: O=[S@@]([O-])(OS)=C1N=NN=N1
**Frontier orbital gap**: 8.336 eV